{"formula": "C83H158F15N7O17", "method": "ωB97M-V/def2-TZVPD", "symbols": ["C", "C", "C", "C", "C", "C", "C", "C", "C", "N", "O", "H", "H", "H", "H", "H", "H", "H", "H", "H", "H", "H", "H", "H", "H", "H", "H", "H", "H", "H", "C", "C", "C", "C", "C", "C", "C", "C", "C", "N", "O", "H", "H", "H", "H", "H", "H", "H", "H", "H", "H", "H", "H", "H", "H", "H", "H", "H", "H", "H", "C", "C", "C", "C", "C", "C", "C", "C", "C", "N", "O", "H", "H", "H", "H", "H", "H", "H", "H", "H", "H", "H", "H", "H", "H", "H", "H", "H", "H", "H", "C", "C", "C", "C", "C", "C", "C", "C", "C", "N", "O", "H", "H", "H", "H", "H", "H", "H", "H", "H", "H", "H", "H", "H", "H", "H", "H", "H", "H", "H", "C", "C", "C", "C", "C", "C", "C", "C", "C", "N", "O", "H", "H", "H", "H", "H", "H", "H", "H", "H", "H", "H", "H", "H", "H", "H", "H", "H", "H", "H", "C", "C", "C", "C", "C", "C", "C", "C", "C", "N", "O", "H", "H", "H", "H", "H", "H", "H", "H", "H", "H", "H", "H", "H", "H", "H", "H", "H", "H", "H", "C", "C", "C", "C", "C", "C", "C", "C", "C", "N", "O", "H", "H", "H", "H", "H", "H", "H", "H", "H", "H", "H", "H", "H", "H", "H", "H", "H", "H", "H", "C", "C", "O", "C", "O", "C", "F", "F", "F", "H", "H", "H", "H", "H", "C", "C", "O", "C", "O", "C", "F", "F", "F", "H", "H", "H", "H", "H", "C", "C", "O", "C", "O", "C", "F", "F", "F", "H", "H", "H", "H", "H", "C", "C", "O", "C", "O", "C", "F", "F", "F", "H", "H", "H", "H", "H", "C", "C", "O", "C", "O", "C", "F", "F", "F", "H", "H", "H", "H", "H"], "coordinates": [[-4.555, -0.187, 0.079], [-4.776, -1.223, 1.219], [-4.363, -0.602, 2.618], [-6.276, -1.547, 1.259], [-6.660, -2.659, 2.197], [-5.927, -3.904, 1.696], [-4.421, -3.750, 1.641], [-3.753, -3.778, 3.053], [-3.891, -4.901, 0.814], [-4.087, -2.495, 0.878], [-2.683, -2.316, 0.973], [-3.482, 0.084, 0.101], [-4.844, -0.578, -0.896], [-5.158, 0.676, 0.263], [-4.923, -1.141, 3.403], [-3.316, -0.808, 2.820], [-4.658, 0.412, 2.765], [-6.790, -0.626, 1.482], [-6.480, -1.768, 0.207], [-6.320, -2.362, 3.203], [-7.730, -2.815, 2.164], [-6.313, -4.098, 0.684], [-6.048, -4.762, 2.367], [-3.696, -4.832, 3.369], [-4.156, -3.176, 3.839], [-2.711, -3.416, 2.948], [-4.250, -4.752, -0.231], [-4.406, -5.827, 1.195], [-2.762, -4.938, 0.802], [-2.332, -2.185, 0.090], [-2.015, 5.215, -3.126], [-0.549, 5.303, -3.471], [-0.288, 6.746, -3.919], [0.311, 4.872, -2.300], [1.803, 4.665, -2.519], [1.920, 3.615, -3.620], [1.122, 3.997, -4.900], [1.860, 5.077, -5.748], [1.075, 2.661, -5.621], [-0.278, 4.273, -4.501], [-0.967, 4.721, -5.663], [-2.628, 5.472, -3.956], [-2.204, 4.192, -2.863], [-2.332, 5.917, -2.278], [-0.782, 7.355, -3.205], [0.796, 6.881, -3.894], [-0.680, 6.866, -4.914], [0.183, 5.520, -1.433], [-0.150, 3.938, -1.966], [2.327, 5.567, -2.783], [2.295, 4.354, -1.609], [1.574, 2.580, -3.308], [2.938, 3.325, -3.939], [1.139, 5.676, -6.338], [2.493, 4.607, -6.476], [2.491, 5.765, -5.127], [0.509, 2.720, -6.569], [0.726, 1.919, -4.898], [2.109, 2.427, -5.867], [-1.719, 4.155, -5.778], [1.013, 1.424, 2.135], [0.221, 0.921, 0.842], [-1.208, 1.624, 0.891], [0.989, 1.439, -0.371], [2.306, 0.730, -0.624], [1.909, -0.756, -0.840], [1.149, -1.335, 0.391], [0.665, -2.735, 0.134], [2.046, -1.414, 1.585], [0.013, -0.532, 0.677], [-0.520, -0.991, 1.918], [0.553, 2.369, 2.466], [0.793, 0.663, 2.876], [2.063, 1.665, 2.043], [-1.916, 1.025, 1.453], [-1.082, 2.602, 1.438], [-1.591, 1.751, -0.115], [0.389, 1.341, -1.273], [1.138, 2.493, -0.110], [2.823, 1.192, -1.496], [2.976, 0.890, 0.239], [2.816, -1.393, -0.952], [1.291, -0.796, -1.718], [-0.104, -2.907, 0.886], [1.417, -3.492, 0.219], [0.176, -2.798, -0.836], [1.476, -1.870, 2.357], [2.464, -0.523, 2.056], [2.982, -1.975, 1.308], [-1.459, -1.166, 1.709], [1.693, 9.231, 0.131], [0.677, 9.290, 1.356], [0.945, 10.603, 2.128], [-0.757, 9.196, 0.926], [-1.023, 7.836, 0.381], [-0.871, 6.827, 1.519], [0.546, 6.778, 2.001], [0.576, 6.067, 3.371], [1.431, 6.025, 0.992], [0.898, 8.167, 2.332], [2.285, 8.170, 2.597], [1.624, 8.304, -0.433], [1.550, 10.099, -0.543], [2.695, 9.262, 0.475], [2.000, 10.658, 2.408], [0.627, 11.418, 1.475], [0.299, 10.724, 3.031], [-1.364, 9.322, 1.899], [-0.954, 9.983, 0.196], [-2.095, 7.792, 0.082], [-0.393, 7.527, -0.473], [-1.098, 5.776, 1.219], [-1.462, 7.143, 2.369], [1.569, 6.091, 3.812], [0.243, 5.023, 3.360], [-0.030, 6.691, 4.029], [2.527, 6.319, 1.167], [1.123, 6.179, -0.013], [1.416, 4.906, 1.173], [2.460, 8.598, 3.438], [-4.372, 6.335, 0.007], [-4.972, 5.089, 0.662], [-5.490, 4.188, -0.434], [-3.794, 4.414, 1.381], [-4.220, 3.311, 2.323], [-5.222, 3.834, 3.327], [-6.424, 4.511, 2.714], [-7.413, 3.362, 2.160], [-7.150, 5.338, 3.708], [-5.969, 5.475, 1.714], [-7.083, 6.052, 1.040], [-5.192, 6.943, -0.459], [-3.779, 7.000, 0.708], [-3.716, 6.114, -0.817], [-6.361, 4.573, -0.899], [-4.697, 4.083, -1.210], [-5.713, 3.162, -0.033], [-3.209, 4.088, 0.560], [-3.257, 5.216, 1.896], [-4.649, 2.442, 1.827], [-3.303, 2.983, 2.820], [-4.686, 4.611, 3.899], [-5.570, 3.096, 4.094], [-7.976, 3.811, 1.307], [-8.129, 2.950, 2.915], [-6.832, 2.590, 1.683], [-6.636, 6.303, 3.900], [-7.319, 4.737, 4.567], [-8.168, 5.598, 3.343], [-7.166, 6.911, 1.460], [5.395, -5.668, -3.217], [6.615, -5.274, -2.431], [6.981, -6.476, -1.569], [7.844, -5.113, -3.353], [7.805, -3.737, -3.993], [7.696, -2.650, -2.953], [6.441, -2.763, -2.065], [6.522, -1.662, -0.958], [5.062, -2.527, -2.768], [6.523, -4.174, -1.491], [5.356, -4.351, -0.625], [5.358, -6.733, -3.430], [4.491, -5.461, -2.626], [5.302, -5.110, -4.175], [7.201, -7.253, -2.286], [7.893, -6.243, -0.961], [6.156, -6.871, -0.903], [8.741, -5.078, -2.776], [7.963, -5.949, -4.048], [8.788, -3.575, -4.421], [7.139, -3.553, -4.840], [7.697, -1.657, -3.368], [8.562, -2.813, -2.306], [5.722, -1.640, -0.249], [6.534, -0.655, -1.438], [7.496, -1.790, -0.396], [4.961, -1.485, -3.167], [4.347, -2.575, -1.955], [4.710, -3.151, -3.584], [5.729, -4.807, 0.141], [-4.232, 1.877, -3.648], [-3.276, 0.943, -4.335], [-3.370, 1.342, -5.827], [-1.883, 1.017, -3.676], [-1.006, -0.062, -4.269], [-1.549, -1.417, -3.908], [-2.975, -1.551, -4.538], [-2.922, -1.874, -6.016], [-3.526, -2.775, -3.764], [-3.795, -0.399, -4.142], [-5.125, -0.572, -4.715], [-5.210, 1.782, -4.157], [-4.424, 1.757, -2.594], [-3.918, 2.893, -3.799], [-2.597, 0.932, -6.518], [-4.327, 0.968, -6.254], [-3.354, 2.401, -5.944], [-1.483, 2.059, -3.900], [-1.917, 0.904, -2.540], [-0.884, 0.039, -5.347], [-0.074, 0.113, -3.758], [-1.734, -1.444, -2.801], [-0.964, -2.322, -4.148], [-2.217, -1.227, -6.598], [-3.906, -1.855, -6.463], [-2.389, -2.863, -6.004], [-4.397, -3.186, -4.321], [-3.804, -2.421, -2.701], [-2.733, -3.558, -3.722], [-5.595, -0.429, -3.911], [1.384, -1.172, 5.206], [-0.033, -0.826, 5.472], [-0.148, 0.594, 5.903], [-0.920, 1.318, 5.177], [-1.683, 0.973, 4.317], [-0.638, 2.794, 5.340], [0.674, 2.991, 5.324], [-1.091, 3.439, 4.292], [-1.103, 3.340, 6.471], [1.816, -0.654, 4.340], [1.423, -2.254, 4.980], [1.955, -0.911, 6.120], [-0.508, -1.365, 6.262], [-0.676, -0.821, 4.606], [2.870, -5.982, 1.349], [3.540, -6.963, 0.430], [4.191, -7.975, 1.231], [5.339, -7.706, 1.710], [5.916, -6.616, 1.700], [6.049, -8.852, 2.401], [7.143, -9.372, 1.727], [6.470, -8.459, 3.598], [5.203, -9.854, 2.460], [2.225, -6.518, 2.071], [2.259, -5.267, 0.745], [3.678, -5.494, 1.868], [4.317, -6.479, -0.134], [2.876, -7.506, -0.218], [0.027, -4.723, 3.812], [-0.603, -5.525, 2.687], [-1.801, -6.322, 3.068], [-1.580, -7.475, 3.713], [-0.534, -7.877, 4.180], [-2.948, -8.258, 3.859], [-3.028, -8.838, 5.031], [-3.989, -7.440, 3.649], [-3.054, -9.257, 2.958], [-0.763, -4.054, 4.196], [0.811, -4.193, 3.291], [0.435, -5.365, 4.599], [0.124, -6.226, 2.265], [-0.913, -4.892, 1.881], [8.792, -3.710, 4.534], [8.057, -3.856, 3.206], [7.252, -2.623, 2.989], [6.030, -2.647, 3.428], [5.441, -3.561, 3.944], [5.387, -1.243, 3.380], [4.098, -1.113, 3.776], [6.123, -0.373, 4.089], [5.350, -0.817, 2.056], [8.076, -3.683, 5.382], [9.273, -2.740, 4.579], [9.511, -4.465, 4.692], [7.399, -4.773, 3.221], [8.672, -3.882, 2.340], [1.296, -4.560, -2.756], [-0.097, -5.088, -2.685], [-0.186, -6.501, -2.548], [-0.076, -6.987, -1.309], [0.171, -6.436, -0.286], [-0.462, -8.446, -1.454], [0.468, -9.040, -2.203], [-0.408, -9.062, -0.256], [-1.663, -8.590, -1.978], [1.263, -3.505, -3.147], [1.869, -5.112, -3.514], [1.738, -4.535, -1.787], [-0.682, -4.839, -3.576], [-0.614, -4.730, -1.791]], "atomic_forces_ev_per_a": [[1.15, -1.17, 0.78], [-0.23, 0.53, 0.94], [-0.49, -2.21, -0.38], [0.56, 0.45, -0.89], [0.92, -0.10, -0.16], [-0.25, 0.19, 0.56], [0.77, 1.43, 0.29], [0.97, -0.74, -0.94], [0.12, -0.63, -0.65], [-0.56, 0.18, -0.16], [0.34, 0.16, 0.40], [-0.55, 0.13, -0.37], [0.18, -0.23, -0.03], [-0.28, 0.75, 0.27], [0.37, 0.16, -0.27], [0.17, 0.55, 0.05], [0.19, 0.94, -0.34], [-0.30, 0.45, 0.18], [-0.59, -0.36, 0.07], [-0.52, -0.43, -0.19], [-0.26, -0.04, 0.28], [0.14, -0.34, 0.29], [-0.53, -0.05, -0.30], [-0.10, 0.47, 0.07], [-0.83, 0.35, 0.27], [-0.42, -0.35, -0.05], [0.34, -0.13, 0.61], [1.08, 0.55, -0.32], [-1.32, -0.30, 0.15], [-0.24, -0.06, -0.49], [-0.19, 0.53, 1.71], [0.73, 0.47, -0.33], [1.26, -1.50, -0.04], [-0.27, 0.04, 1.38], [-0.41, -0.94, -0.78], [0.19, -0.91, -0.12], [0.44, -0.51, 0.60], [-0.74, 0.83, 0.72], [0.15, 0.32, -0.90], [-0.31, 0.55, -0.11], [0.59, 0.42, -0.62], [-0.47, 0.25, -0.81], [-0.49, -0.56, 0.41], [0.75, -1.05, -1.04], [-0.27, 0.99, 0.49], [-0.15, 0.57, -0.18], [-0.10, 0.37, -0.28], [-0.35, 0.36, -0.26], [0.30, -0.34, 0.08], [0.05, 0.63, -0.39], [-0.04, -0.34, 0.43], [-0.20, 1.35, 0.28], [-0.03, 0.80, 0.10], [0.32, -0.24, 0.47], [0.48, -0.37, -0.23], [-0.63, -0.56, -0.49], [0.05, -0.28, 0.55], [-0.33, -0.04, -0.65], [0.07, -0.30, -0.20], [-0.49, -0.72, 0.08], [-1.66, -0.25, -0.28], [-0.08, 1.21, 0.12], [1.57, 0.10, 0.63], [-0.03, 0.63, 0.31], [-0.05, -0.20, 0.06], [1.34, 0.17, 1.19], [1.78, 0.49, -0.87], [-1.19, 0.10, -0.28], [2.66, -0.30, 0.18], [-1.67, 1.61, 0.42], [-0.68, -0.04, 0.15], [0.08, -0.38, -0.07], [0.38, 0.19, 0.47], [0.32, -0.51, -0.26], [-0.04, -0.05, 0.24], [-0.42, -0.84, -0.89], [-0.09, 0.20, -0.23], [-0.31, 0.23, -0.17], [0.02, 0.13, -0.59], [-0.36, -0.53, 0.38], [-0.14, -0.39, -0.31], [-0.66, 0.35, -0.23], [-0.33, -0.28, -0.55], [0.04, -0.42, 0.06], [0.55, -0.26, -0.03], [0.01, -0.04, -0.24], [-0.07, -0.89, 0.78], [-0.41, 0.31, -0.65], [-1.00, -0.04, 0.43], [0.33, -0.10, 0.23], [-1.46, 0.39, 0.24], [1.54, -0.29, 0.03], [-0.81, -0.34, 0.10], [-0.18, 0.59, 1.19], [-1.81, -1.37, -0.19], [0.15, -0.79, -0.77], [0.40, -0.59, 0.75], [0.13, 0.25, 0.01], [2.13, -0.65, 1.63], [0.54, 1.00, -0.34], [1.09, -0.26, -0.01], [-0.30, 0.04, -0.14], [-0.13, -0.47, 0.30], [0.93, 0.17, 0.55], [-0.22, 0.33, -0.12], [0.49, 0.20, -0.08], [0.50, -0.49, -0.50], [0.50, 0.11, -1.62], [-0.26, 0.09, 0.19], [0.83, 0.02, -0.29], [-0.35, 0.46, 0.25], [-0.35, 0.78, 0.15], [-0.59, -0.13, 0.09], [0.27, -0.11, -0.18], [-0.07, 0.41, -0.21], [-0.28, -0.35, 0.15], [-1.57, -0.32, -0.55], [0.09, 0.31, -0.79], [-0.28, 1.17, -0.05], [-0.53, 0.03, 0.23], [-1.06, 1.95, 0.40], [0.46, 0.30, 0.97], [0.81, -1.70, 0.16], [-1.43, 0.67, 0.14], [0.42, -0.33, 0.23], [0.65, 0.65, 1.39], [-0.97, -1.56, -1.38], [-0.08, 1.62, -0.53], [-1.43, 1.26, -0.10], [1.23, 0.16, -1.42], [-0.18, -0.16, 0.06], [0.64, -0.33, 0.52], [-0.99, -0.87, -0.50], [0.33, -0.53, -0.18], [-0.93, 0.41, -0.44], [-0.52, -0.02, 0.45], [0.15, 0.88, -0.49], [1.13, -0.69, -0.55], [0.05, -0.34, 0.25], [0.17, -0.05, -0.41], [-0.22, -0.34, 0.22], [-0.13, -0.11, 0.08], [0.31, 0.33, -0.79], [0.01, -0.24, 0.80], [0.79, 0.41, -0.52], [0.17, -0.61, 0.23], [-0.07, -0.78, 0.25], [0.01, -0.21, 1.23], [0.59, -0.12, 0.07], [-0.05, 0.18, -0.04], [-1.47, 0.87, -0.78], [1.01, -1.82, 0.53], [-0.06, -0.61, 1.11], [-1.17, 1.33, -0.12], [0.77, 0.51, -1.18], [-0.91, -0.69, 0.85], [-0.71, -0.52, 0.03], [1.92, -0.29, -0.48], [0.20, 1.30, -0.04], [-0.48, 2.50, 0.55], [0.62, -0.09, -0.66], [0.30, -0.08, -0.13], [0.19, 0.05, -0.15], [0.04, -0.41, 0.52], [0.29, -0.63, 0.07], [-0.85, -0.32, -0.38], [0.93, 0.62, -0.73], [0.64, -0.29, 0.82], [-0.40, 0.16, -0.02], [0.34, -0.03, -0.45], [-0.45, -0.46, 0.21], [0.27, 0.39, -0.31], [-0.01, 0.50, 0.21], [-0.60, -0.38, 0.32], [0.11, -0.74, 0.16], [-1.03, 0.20, -0.49], [0.43, -0.62, 0.39], [-0.37, -0.22, -0.02], [0.46, -0.40, 0.12], [0.07, 0.05, 0.10], [-1.41, 0.49, -0.46], [-0.50, 0.15, -0.22], [0.51, -1.25, -1.02], [-0.51, 1.08, -0.40], [0.87, 0.10, 0.76], [-1.48, 0.47, 0.54], [0.33, -0.78, 1.43], [2.08, -0.32, -0.09], [-0.76, 0.13, 0.32], [0.21, -1.10, 0.48], [1.57, 0.16, -0.28], [0.31, 0.21, 0.26], [0.34, -0.49, 0.52], [0.21, 0.60, -0.04], [-0.24, 0.22, 0.77], [0.51, 0.35, 0.52], [0.00, 0.97, -0.07], [-0.26, -1.20, 0.30], [-0.27, 0.08, -1.39], [0.15, 0.16, 0.03], [1.01, -0.27, -0.24], [0.35, 0.02, -0.70], [0.00, 0.61, -0.25], [-0.76, -0.22, 0.48], [-0.11, -0.37, -0.20], [-0.99, 0.47, -0.63], [0.35, 0.12, 0.74], [0.30, -0.81, -1.64], [-0.66, 0.42, 0.08], [-1.12, -0.05, 0.67], [0.63, -0.17, 0.41], [-1.01, 1.35, -0.44], [1.22, -1.11, 0.91], [-0.79, 0.34, -1.24], [-0.50, -0.26, 0.02], [0.75, 0.58, 0.50], [1.06, 0.00, 0.32], [-1.14, 0.65, -0.46], [-0.37, -0.13, -0.12], [-0.31, 0.02, 0.36], [0.20, 0.42, 0.32], [0.05, -0.46, -0.62], [-0.05, -0.62, 0.53], [0.02, -0.74, -0.43], [-0.78, -0.02, -0.37], [-0.02, 0.26, 0.32], [-1.03, -1.26, -0.55], [2.76, 3.21, 0.27], [-0.84, -1.28, -0.28], [0.99, -1.24, -0.70], [-0.95, 1.28, 0.43], [-0.16, -0.30, -0.05], [-0.51, -0.95, 0.96], [0.26, 0.34, -0.38], [0.55, -0.53, 0.65], [-0.07, 0.59, 0.40], [0.10, 0.25, -0.46], [-0.28, -0.24, -0.16], [-1.26, -0.53, -0.29], [0.40, -1.37, 0.54], [0.90, -0.33, 0.07], [0.65, 0.34, 0.38], [-1.52, 0.39, -0.83], [0.43, -0.01, -1.09], [-0.15, 0.19, 0.92], [0.11, -0.17, 0.42], [0.35, 0.39, -0.22], [0.66, 0.02, 0.10], [0.36, 0.55, 0.28], [-0.08, 0.20, -0.15], [-0.24, 0.00, 0.13], [-0.53, 0.33, -0.26], [-1.53, 1.39, 0.08], [-1.29, -0.62, 1.01], [0.67, -0.52, -0.29], [-1.26, -0.34, 1.42], [0.05, 0.09, -0.33], [-0.74, 1.61, -1.79], [1.38, -0.89, 0.30], [-0.28, -0.37, -0.29], [0.48, -0.31, 1.24], [0.29, -0.37, -0.56], [0.36, 0.13, -0.17], [0.76, -1.00, 0.10], [0.47, 1.18, -0.19], [0.69, -0.03, -0.53], [-0.02, 1.04, -1.60], [-0.96, 0.70, 0.37], [0.55, -0.43, 0.36], [-0.95, 0.03, -1.34], [0.30, 0.50, 0.27], [0.97, -0.90, 1.48], [-0.07, -0.33, -0.66], [-0.45, 0.24, -0.28], [-0.18, -0.21, -0.14], [-0.04, -0.84, 0.51], [0.09, -0.04, 0.45], [0.70, -0.18, 0.55], [0.12, -0.17, 0.17], [-0.04, 0.61, -0.24]], "mulliken_charge": [-1.53, 2.20, -1.12, -1.60, -0.65, -1.53, 1.68, -1.44, -1.25, -0.03, 1.97, 0.08, 0.32, 0.04, 0.22, -0.46, 0.24, 0.27, 0.57, 0.36, 0.48, 0.36, 0.51, 0.50, 0.31, -0.16, 0.37, 0.38, -0.52, -0.67, -1.31, 2.60, -2.36, -0.24, -0.99, -1.19, 1.63, -1.78, -1.70, 1.16, -0.68, 0.81, 0.03, -0.52, 0.57, 0.42, 0.41, -0.41, -0.43, 0.80, 0.69, -0.34, 0.50, 0.30, 0.50, 0.29, 0.39, 0.05, 0.52, 0.29, -0.57, 1.76, 0.59, 0.03, -0.96, -0.15, 2.94, 1.16, -1.08, 0.54, 2.14, -0.20, -0.63, 0.44, -0.71, -0.63, 0.03, -0.35, -0.84, 0.74, 0.09, -0.67, -0.11, -0.73, -0.69, -1.08, -0.17, 0.21, -0.25, -1.13, -1.45, 1.57, -1.95, -1.41, 0.76, -0.84, 2.40, -2.25, 0.03, 0.10, -0.53, 0.05, 0.38, 0.45, 0.45, 0.43, 0.33, 0.20, 0.54, 0.12, -0.57, -0.76, 0.93, 0.51, 0.09, 0.57, 0.37, -0.59, -0.49, 0.36, -0.70, 1.83, -1.20, -1.32, 2.42, -2.19, 2.37, -1.27, -2.26, 0.21, -0.53, 0.51, 0.16, -0.46, 0.62, -0.19, 0.13, 0.79, 0.19, -1.43, -0.50, 0.32, 0.42, 0.32, 0.38, -0.05, 0.36, 0.53, 0.43, 0.37, -1.74, 2.07, -1.94, -1.40, -0.68, -1.15, 1.75, -1.86, -1.19, -0.27, 0.40, 0.46, 0.15, 0.36, 0.64, 0.37, 0.11, 0.48, 0.37, 0.50, 0.29, 0.42, 0.33, 0.00, 0.41, 0.34, 0.49, 0.01, 0.25, -0.01, -2.21, 2.23, -2.11, 0.89, -1.86, 0.20, 0.96, -1.98, -1.17, 1.40, -0.59, 0.75, 0.03, 0.16, 0.14, 0.38, 0.62, -0.47, -0.44, 0.50, 0.18, -0.85, 0.96, 0.28, 0.46, 0.45, 0.47, -0.05, 0.17, 0.34, -0.57, 0.52, -0.40, 0.17, -0.27, 0.84, -0.30, -0.02, -0.32, -0.02, 0.09, 0.50, 0.56, -0.61, 0.16, 0.78, -0.40, 0.40, -0.42, 0.70, -0.27, -0.23, -0.25, 0.46, -0.83, 0.49, -0.65, 0.22, -1.07, 0.83, -0.11, 0.35, -0.55, 0.79, -0.26, -0.20, -0.28, 0.39, 0.03, 0.60, 0.38, -0.85, -1.33, 0.08, -0.32, 0.47, -0.62, 0.82, -0.16, -0.28, -0.19, 0.29, 0.33, 0.45, 0.13, 0.35, -0.52, 0.37, -0.40, -0.15, -0.11, 0.89, -0.26, -0.22, -0.23, 0.30, 0.63, -0.29, 0.15, -0.04], "de_lowest_kj_mol": 121.9, "largest_force_ev_per_a": 4.24, "orbital_gap_ev": 8.9, "e_homo_ev": -8.57, "charge": 0, "smiles": "CC1(C)CCCC(C)(C)N1O.CC1(C)CCCC(C)(C)N1O.CC1(C)CCCC(C)(C)N1O.CC1(C)CCCC(C)(C)N1O.CC1(C)CCCC(C)(C)N1O.CC1(C)CCCC(C)(C)N1O.CC1(C)CCCC(C)(C)N1O.CCOC(=O)C(F)(F)F.CCOC(=O)C(F)(F)F.CCOC(=O)C(F)(F)F.CCOC(=O)C(F)(F)F.CCOC(=O)C(F)(F)F"}